No. 1
Formula: C46H88N2O19
Source: OMol25
Level of theory: the ωB97M-V functional and the def2-TZVPD basis

Each line ends with the Mulliken charge.
Cartesian coordinates (Å):
1 C 7.499 -4.512 8.654  -1.14
2 C 6.834 -5.184 7.314  0.25
3 O 7.492 -6.461 6.924  -0.54
4 C 6.778 -4.145 6.007  -0.61
5 C 5.284 -4.368 5.306  0.06
6 C 5.095 -5.408 4.069  -0.24
7 N 3.822 -5.708 3.328  -0.32
8 C 2.712 -4.913 3.956  0.09
9 C 1.188 -5.131 3.313  -0.72
10 C -0.137 -4.370 3.907  -0.22
11 C -0.004 -3.301 5.165  0.04
12 C -1.393 -2.599 5.683  -0.29
13 C -2.492 -3.786 6.110  -0.55
14 O -3.526 -3.910 5.050  -0.21
15 C -3.851 -5.337 4.903  0.18
16 O -4.154 -5.829 3.698  -0.46
17 C 1.502 -3.053 5.765  -0.05
18 C 1.710 -1.966 6.983  -0.52
19 C 2.315 -2.596 8.370  0.15
20 O 1.683 -2.699 9.543  -0.52
21 C 2.842 -3.861 5.189  0.62
22 N 4.149 -3.559 5.866  -0.27
23 H 7.256 -3.378 8.813  0.30
24 H 7.064 -5.081 9.607  0.29
25 H 8.678 -4.677 8.717  0.31
26 H 5.695 -5.419 7.556  0.27
27 H 6.710 -7.021 6.581  0.35
28 H 6.808 -3.056 6.495  0.33
29 H 7.663 -4.316 5.257  0.32
30 H 6.071 -5.993 3.707  0.30
31 H 1.065 -5.879 2.392  0.26
32 H -1.178 -4.582 3.415  0.30
33 H -1.286 -1.923 6.633  0.24
34 H -1.878 -1.976 4.788  0.17
35 H -1.867 -4.780 6.214  0.42
36 H -2.965 -3.507 7.169  0.24
37 H -3.844 -6.048 5.838  0.33
38 H 2.519 -1.178 6.595  0.32
39 H 0.732 -1.311 7.183  0.30
40 H 3.452 -2.949 8.339  0.21
41 C 6.980 -12.679 1.143  -0.83
42 O 5.862 -12.002 1.695  -0.28
43 C 5.932 -11.859 3.112  -0.58
44 C 5.557 -10.439 3.550  -0.22
45 O 6.493 -9.414 3.186  -0.46
46 C 6.626 -9.123 1.789  -0.39
47 C 5.388 -8.507 1.126  -0.06
48 O 4.333 -9.463 1.022  -0.31
49 C 3.059 -8.933 1.362  -0.86
50 H 6.857 -13.761 1.265  0.31
51 H 7.028 -12.443 0.077  0.24
52 H 7.921 -12.353 1.601  0.39
53 H 6.930 -12.102 3.491  0.35
54 H 5.224 -12.567 3.545  0.39
55 H 5.527 -10.428 4.645  0.42
56 H 4.550 -10.171 3.229  0.04
57 H 6.977 -9.998 1.246  0.10
58 H 7.435 -8.386 1.722  0.47
59 H 5.642 -8.200 0.106  0.42
60 H 5.076 -7.619 1.696  -0.09
61 H 3.109 -8.296 2.251  0.34
62 H 2.396 -9.771 1.589  0.33
63 H 2.654 -8.374 0.516  0.32
64 C -1.806 -2.049 1.366  -0.66
65 O -2.698 -2.918 0.686  -0.31
66 C -3.832 -3.288 1.468  -0.09
67 C -5.127 -3.189 0.655  -0.51
68 O -5.535 -1.859 0.305  -0.47
69 C -4.707 -1.149 -0.625  -0.05
70 C -4.670 -1.728 -2.045  -0.56
71 O -3.969 -2.971 -2.075  -0.25
72 C -4.610 -3.958 -2.871  -0.84
73 H -1.162 -2.628 2.037  0.08
74 H -1.184 -1.547 0.620  0.27
75 H -2.341 -1.276 1.931  0.39
76 H -3.920 -2.667 2.365  0.24
77 H -3.684 -4.321 1.784  0.29
78 H -5.938 -3.586 1.276  0.43
79 H -5.099 -3.827 -0.229  0.11
80 H -3.705 -1.014 -0.222  -0.06
81 H -5.140 -0.144 -0.691  0.28
82 H -4.126 -1.038 -2.699  0.40
83 H -5.700 -1.833 -2.420  0.33
84 H -5.692 -3.966 -2.713  0.38
85 H -4.221 -4.935 -2.572  0.24
86 H -4.380 -3.788 -3.925  0.31
87 C -8.283 1.637 -0.780  -0.79
88 O -7.162 2.426 -1.147  -0.23
89 C -6.782 2.267 -2.513  -0.46
90 C -6.503 3.620 -3.176  -0.20
91 O -7.650 4.460 -3.370  -0.48
92 C -8.277 4.984 -2.192  -0.30
93 C -7.434 5.980 -1.387  -0.43
94 O -6.340 5.324 -0.745  -0.24
95 C -5.120 6.048 -0.834  -0.45
96 H -7.965 0.609 -0.579  0.19
97 H -8.714 2.062 0.131  0.22
98 H -9.059 1.648 -1.554  0.41
99 H -7.552 1.737 -3.084  0.39
100 H -5.874 1.664 -2.529  0.18
101 H -6.117 3.421 -4.182  0.47
102 H -5.711 4.165 -2.663  0.07
103 H -8.651 4.177 -1.564  0.05
104 H -9.165 5.519 -2.549  0.44
105 H -8.052 6.417 -0.596  0.40
106 H -7.090 6.785 -2.054  0.25
107 H -4.971 6.469 -1.833  0.03
108 H -4.301 5.352 -0.639  0.25
109 H -5.105 6.839 -0.082  0.32
110 C -5.443 7.263 -4.926  -0.62
111 O -4.407 6.577 -5.612  -0.26
112 C -4.439 6.774 -7.024  -0.60
113 C -3.042 7.073 -7.579  -0.29
114 O -2.487 8.340 -7.200  -0.48
115 C -2.151 8.514 -5.817  -0.30
116 C -1.008 7.632 -5.302  -0.30
117 O -1.408 6.263 -5.230  -0.26
118 C -0.419 5.363 -5.711  -0.85
119 H -6.374 6.690 -4.991  0.34
120 H -5.152 7.353 -3.875  -0.10
121 H -5.593 8.274 -5.320  0.47
122 H -5.119 7.588 -7.300  0.37
123 H -4.815 5.853 -7.472  0.39
124 H -3.121 7.107 -8.672  0.44
125 H -2.342 6.266 -7.362  0.04
126 H -3.039 8.424 -5.192  0.04
127 H -1.828 9.558 -5.726  0.43
128 H -0.746 7.942 -4.285  0.25
129 H -0.129 7.765 -5.950  0.31
130 H 0.050 5.729 -6.629  0.40
131 H -0.911 4.415 -5.942  0.25
132 H 0.335 5.197 -4.939  0.27
133 C 6.881 8.088 -4.463  -0.83
134 O 5.866 9.076 -4.546  -0.28
135 C 5.328 9.223 -5.859  -0.56
136 C 3.797 9.295 -5.830  -0.26
137 O 3.130 8.080 -5.461  -0.43
138 C 3.295 7.634 -4.109  -0.36
139 C 2.673 8.538 -3.038  -0.32
140 O 3.391 9.767 -2.923  -0.30
141 C 2.546 10.903 -2.807  -0.80
142 H 7.832 8.502 -4.814  0.30
143 H 6.985 7.795 -3.414  0.24
144 H 6.625 7.191 -5.038  0.39
145 H 5.638 8.401 -6.514  0.34
146 H 5.724 10.152 -6.270  0.39
147 H 3.458 9.513 -6.849  0.42
148 H 3.444 10.127 -5.222  0.09
149 H 4.343 7.427 -3.898  0.08
150 H 2.784 6.665 -4.058  0.47
151 H 2.736 8.039 -2.065  0.42
152 H 1.613 8.709 -3.280  0.14
153 H 1.698 10.850 -3.497  0.35
154 H 3.133 11.787 -3.068  0.24
155 H 2.193 10.997 -1.778  0.31

- M: 973.21 g mol⁻¹
- Charge: 0
- Structure (SMILES): C[C@H](O)Cc1cnc2ccc(CCOC=O)c(CC=O)c2n1.COCCOCCOC.COCCOCCOC.COCCOCCOC.COCCOCCOC.COCCOCCOC
- Orbital gap: 7.1 eV



No. 2
Formula: C46H90F18LiN8O12S6
Source: OMol25
Level of theory: the ωB97M-V functional and the def2-TZVPD basis

Each line ends with the Mulliken charge.
Cartesian coordinates (Å):
1 Li 17.681 -12.964 -19.549  1.35
2 C 29.780 -10.981 -17.959  -1.52
3 C 28.744 -11.697 -18.779  -0.02
4 C 27.468 -10.892 -18.974  -0.63
5 N 26.320 -11.656 -19.718  0.54
6 C 26.862 -11.940 -21.070  -1.14
7 C 25.897 -12.972 -18.949  -0.94
8 C 24.585 -12.655 -18.258  1.23
9 C 23.810 -11.839 -19.257  -0.46
10 C 24.949 -10.899 -19.801  -1.03
11 H 29.709 -11.182 -16.890  0.36
12 H 29.890 -9.921 -18.186  0.37
13 H 30.794 -11.365 -18.071  0.40
14 H 28.561 -12.596 -18.191  0.11
15 H 29.308 -12.013 -19.656  0.33
16 H 27.553 -10.015 -19.616  0.56
17 H 26.950 -10.703 -18.033  0.28
18 H 26.052 -12.310 -21.699  0.47
19 H 27.638 -12.694 -20.939  0.42
20 H 27.312 -11.016 -21.435  0.33
21 H 25.723 -13.676 -19.763  0.35
22 H 26.717 -13.439 -18.403  0.33
23 H 23.989 -13.530 -17.997  -0.71
24 H 24.695 -12.140 -17.304  -0.12
25 H 23.474 -12.476 -20.075  0.25
26 H 22.961 -11.351 -18.778  0.49
27 H 24.815 -10.389 -20.755  0.43
28 H 24.994 -10.101 -19.059  0.32
29 C 9.668 -13.016 -18.541  -1.32
30 C 9.996 -14.069 -19.619  -0.54
31 C 11.539 -14.301 -19.757  -0.13
32 N 11.914 -15.331 -20.780  0.28
33 C 11.324 -15.131 -22.166  -1.10
34 C 11.540 -16.799 -20.343  -0.64
35 C 12.526 -17.241 -19.262  -0.88
36 C 13.816 -16.595 -19.653  0.59
37 C 13.430 -15.671 -20.789  -0.20
38 H 9.602 -13.459 -17.548  0.31
39 H 8.701 -12.572 -18.777  0.42
40 H 10.420 -12.229 -18.582  0.33
41 H 9.649 -13.584 -20.532  0.40
42 H 9.402 -14.968 -19.455  0.24
43 H 11.943 -14.663 -18.812  -0.10
44 H 12.083 -13.433 -20.130  0.54
45 H 11.762 -15.837 -22.872  0.49
46 H 11.608 -14.152 -22.554  0.38
47 H 10.235 -15.163 -22.154  0.37
48 H 11.800 -17.391 -21.220  0.43
49 H 10.481 -16.863 -20.091  0.49
50 H 12.592 -18.328 -19.219  0.56
51 H 12.273 -16.924 -18.250  0.07
52 H 14.521 -17.355 -19.990  0.29
53 H 14.272 -16.001 -18.861  -0.18
54 H 13.551 -16.007 -21.819  0.32
55 H 13.832 -14.659 -20.745  -0.31
56 C 19.651 -18.599 -15.937  -1.51
57 C 21.029 -18.886 -16.568  -0.03
58 C 22.052 -17.764 -16.392  0.11
59 N 23.316 -18.067 -17.254  0.48
60 C 24.059 -19.222 -16.539  -1.02
61 C 23.048 -18.495 -18.706  -0.30
62 C 24.253 -18.126 -19.452  -1.08
63 C 24.567 -16.734 -19.009  -0.28
64 C 24.215 -16.818 -17.507  -0.38
65 H 19.210 -17.736 -16.436  0.10
66 H 19.899 -18.267 -14.929  0.39
67 H 18.921 -19.408 -15.930  0.45
68 H 20.774 -19.005 -17.621  0.17
69 H 21.347 -19.801 -16.068  0.31
70 H 22.314 -17.597 -15.347  0.57
71 H 21.730 -16.817 -16.825  -0.38
72 H 23.380 -20.053 -16.727  0.39
73 H 24.220 -18.858 -15.524  0.32
74 H 24.993 -19.421 -17.066  0.43
75 H 22.804 -19.555 -18.779  0.44
76 H 22.222 -17.904 -19.101  0.03
77 H 25.093 -18.756 -19.160  0.39
78 H 24.276 -18.267 -20.533  0.40
79 H 25.633 -16.569 -19.162  0.43
80 H 24.002 -16.030 -19.619  0.15
81 H 25.115 -16.974 -16.913  0.53
82 H 23.745 -15.865 -17.268  0.04
83 C 17.114 -24.203 -25.122  -1.42
84 C 17.507 -22.809 -24.618  -0.29
85 C 19.027 -22.559 -24.497  -0.67
86 N 19.438 -21.117 -24.006  0.23
87 C 18.760 -20.091 -24.887  -0.98
88 C 20.978 -21.005 -24.013  -0.61
89 C 21.169 -19.885 -22.983  -0.72
90 C 20.138 -20.207 -21.954  0.18
91 C 18.977 -20.952 -22.580  -0.76
92 H 17.372 -24.873 -24.302  0.37
93 H 17.475 -24.460 -26.118  0.35
94 H 16.034 -24.268 -25.253  0.39
95 H 17.090 -22.545 -23.646  0.34
96 H 17.080 -22.179 -25.398  0.30
97 H 19.499 -22.677 -25.473  0.42
98 H 19.489 -23.221 -23.765  0.41
99 H 19.000 -20.221 -25.942  0.31
100 H 19.086 -19.100 -24.574  0.41
101 H 17.677 -20.209 -24.835  0.39
102 H 21.304 -20.827 -25.038  0.41
103 H 21.445 -21.934 -23.686  0.35
104 H 20.881 -18.908 -23.371  0.31
105 H 22.146 -19.861 -22.499  0.39
106 H 19.740 -19.299 -21.501  -0.29
107 H 20.627 -20.851 -21.223  0.42
108 H 17.983 -20.509 -22.621  0.42
109 H 18.918 -21.945 -22.134  0.35
110 C 25.738 -10.528 -8.805  -1.34
111 C 24.581 -10.567 -9.832  -0.55
112 C 24.847 -11.181 -11.236  -0.84
113 N 23.598 -11.483 -12.053  0.27
114 C 22.685 -12.480 -11.262  -0.84
115 C 24.097 -12.200 -13.327  -0.93
116 C 23.027 -12.151 -14.386  0.57
117 C 22.296 -10.851 -14.028  -0.59
118 C 22.888 -10.301 -12.682  -0.74
119 H 26.726 -10.282 -9.194  0.33
120 H 25.771 -11.577 -8.510  0.34
121 H 25.511 -9.973 -7.895  0.38
122 H 24.297 -9.552 -10.109  0.41
123 H 23.684 -10.781 -9.251  0.47
124 H 25.404 -12.117 -11.283  0.50
125 H 25.544 -10.533 -11.768  0.51
126 H 22.208 -13.205 -11.922  0.34
127 H 21.923 -11.862 -10.789  0.39
128 H 23.119 -13.110 -10.486  0.32
129 H 24.364 -13.195 -12.970  0.59
130 H 25.061 -11.742 -13.546  0.40
131 H 22.489 -13.098 -14.442  0.18
132 H 23.366 -12.096 -15.421  -0.50
133 H 21.246 -11.106 -13.881  0.28
134 H 22.445 -10.165 -14.861  0.44
135 H 22.136 -9.873 -12.020  0.41
136 H 23.649 -9.544 -12.872  0.30
137 C 19.676 -13.993 -16.681  0.58
138 F 18.378 -13.653 -16.659  -0.08
139 F 20.346 -13.094 -15.968  -0.18
140 F 19.835 -15.255 -16.321  -0.14
141 S 20.382 -14.084 -18.457  -0.02
142 O 20.868 -12.727 -18.716  -0.57
143 O 21.510 -15.059 -18.363  -0.24
144 N 18.899 -14.443 -19.265  -0.07
145 S 19.226 -15.732 -20.010  0.48
146 O 19.662 -15.351 -21.367  -0.65
147 O 19.964 -16.761 -19.316  -0.36
148 C 17.466 -16.533 -20.237  0.41
149 F 16.630 -15.581 -20.575  -0.08
150 F 17.587 -17.437 -21.183  -0.15
151 F 17.155 -17.050 -19.057  -0.10
152 C 15.824 -16.346 -15.189  0.52
153 F 16.296 -15.669 -16.222  -0.14
154 F 16.234 -17.600 -15.339  -0.23
155 F 16.314 -15.831 -14.100  -0.19
156 S 13.884 -16.418 -15.219  0.97
157 O 13.326 -15.723 -16.415  -0.39
158 O 13.478 -17.850 -15.188  -0.74
159 N 13.303 -15.783 -13.683  -0.63
160 S 13.778 -14.297 -13.592  0.88
161 O 14.368 -14.009 -12.258  -0.65
162 O 14.572 -13.767 -14.692  -0.52
163 C 12.105 -13.401 -13.678  0.65
164 F 11.558 -13.541 -14.832  -0.19
165 F 11.231 -13.768 -12.657  -0.24
166 F 12.423 -12.140 -13.481  -0.22
167 C 17.525 -12.779 -22.623  0.54
168 F 17.381 -14.077 -22.903  -0.19
169 F 18.369 -12.501 -21.663  -0.23
170 F 17.872 -12.229 -23.780  -0.22
171 S 15.767 -11.990 -22.030  0.83
172 O 15.600 -10.562 -22.487  -0.55
173 O 14.823 -12.929 -22.574  -0.57
174 N 16.027 -12.158 -20.283  -0.54
175 S 14.863 -11.281 -19.716  0.75
176 O 15.201 -9.917 -19.385  -0.66
177 O 13.613 -11.458 -20.433  -0.58
178 C 14.497 -12.214 -18.038  0.37
179 F 13.922 -13.358 -18.398  -0.02
180 F 15.648 -12.347 -17.309  -0.13
181 F 13.615 -11.524 -17.304  -0.21

- M: 1488.58 g mol⁻¹
- Charge: +3
- Orbital gap: 6.2 eV